Entry 1:
DFT (the ωB97M-V functional and the def2-TZVPD basis) results for a single C20H20N4O4 molecule.

Values from the calculation:
**E_tot**: -1294.029464 a.u.
**M**: 380.40 g mol⁻¹
**Relative energy (zero: lowest compared OMol25 entry of this formula, charge and spin)**: 4.504 eV
**SMILES**: COc1ccc(-c2cc3ncccc3c(NC[C@H]3CC(=O)NO3)n2)cc1OC
**Frontier orbital gap**: 7.656 eV
**E_LUMO**: -0.108 eV

Structure (XYZ):
```
48
Properties=species:S:1:pos:R:3:forces:R:3
C 3.074876 -4.052743 4.141580 0.65 -0.49 0.31
O 2.363629 -4.471760 2.988671 -0.34 0.76 -0.27
C 1.547094 -3.509382 2.396106 1.22 -0.99 0.32
C 0.362740 -4.012407 1.904086 -0.90 -0.17 -0.19
C -0.517144 -3.197098 1.194036 -0.09 -0.51 -0.11
C -0.244763 -1.831214 0.986629 1.26 -0.77 1.20
C -1.196034 -0.970771 0.286445 -1.25 -0.02 -0.77
C -2.481105 -1.357920 -0.065062 1.02 -1.44 1.16
C -3.279861 -0.485390 -0.769901 -1.19 -0.69 0.46
N -4.543250 -0.928837 -0.970673 -2.14 1.12 -1.50
C -5.384177 -0.101374 -1.623338 1.95 -1.13 0.89
C -4.990328 1.166475 -2.055704 0.79 0.82 0.10
C -3.711766 1.630770 -1.792855 -1.10 -0.69 0.16
C -2.820897 0.772198 -1.112092 -2.35 0.51 -1.35
C -1.536027 1.064645 -0.764109 2.62 -0.17 0.55
N -0.950018 2.207284 -1.201231 0.93 1.60 -0.24
C -0.065431 3.012902 -0.346131 -0.07 -0.12 0.40
C 0.951475 3.821516 -1.166147 -0.76 -1.04 0.64
C 1.847979 2.920468 -2.010083 -0.70 0.65 0.41
C 1.284756 3.162140 -3.359607 -0.02 -0.15 -2.66
O 1.652975 2.650807 -4.399830 -0.03 -0.04 0.32
N 0.268682 4.097519 -3.350080 1.00 -1.76 1.02
O 0.184868 4.676795 -2.063223 0.08 0.99 -0.07
N -0.762206 0.237923 -0.108883 0.76 0.29 0.53
C 0.985764 -1.340872 1.519418 -0.26 0.13 -0.18
C 1.912911 -2.178605 2.165699 -0.37 0.54 -0.56
O 3.144327 -1.688784 2.580919 0.50 0.25 -0.47
C 4.080322 -1.317834 1.516564 -0.98 -0.78 -0.32
H 2.421424 -3.493587 4.806705 0.05 0.10 0.14
H 3.478934 -4.938573 4.653342 -0.60 0.01 -0.18
H 3.958126 -3.482532 3.885932 -0.03 0.45 -0.10
H 0.131448 -5.081107 2.099385 0.23 0.92 -0.25
H -1.404837 -3.711286 0.785636 0.44 0.70 0.20
H -2.987741 -2.297989 0.208005 0.70 0.50 -0.05
H -6.383763 -0.430705 -1.842204 -0.25 -0.34 0.18
H -5.711829 1.797315 -2.542616 -0.11 0.18 -0.17
H -3.467333 2.645563 -2.049777 0.17 0.19 -0.14
H -1.491245 2.754471 -1.850914 0.04 0.11 0.15
H -0.695042 3.703981 0.260950 0.53 -0.29 -0.21
H 0.504313 2.341715 0.335874 -0.56 0.36 -0.45
H 1.558557 4.414128 -0.478844 -0.35 0.43 -0.21
H 2.876197 3.272743 -1.989777 0.11 -0.20 -0.12
H 1.775131 1.860758 -1.745649 0.06 0.23 -0.06
H 0.050522 4.604844 -4.201489 0.06 0.51 0.70
H 1.246782 -0.267063 1.437506 -0.28 -0.83 -0.13
H 3.611823 -0.572949 0.864301 0.05 -0.19 -0.02
H 4.987540 -0.877368 1.919564 -0.19 -0.11 0.54
H 4.361605 -2.218809 0.922864 -0.28 0.57 0.36
```
Forces are in eV/Å.

Entry 2:
DFT (the ωB97M-V functional and the def2-TZVPD basis) results for a molecular structure, C4H11ClNOPd2.

Values from the calculation:
**Total charge**: +3
**E_tot**: -1003.583526 a.u.
**M**: 337.43 g mol⁻¹
**Relative energy (zero: lowest compared OMol25 entry of this formula, charge and spin)**: 0.000 eV
**Frontier orbital gap (alpha / beta)**: 10.462 / 5.617 eV
**Expectation value of S²**: 6.013
**Spin multiplicity**: 5
**E_LUMO (alpha / beta)**: -11.450 / -15.752 eV

Structure (XYZ):
```
20
Properties=species:S:1:pos:R:3:forces:R:3
Pd 4.421331 -2.672776 4.086433 0.10 0.39 -0.28
Pd 3.013310 -1.724222 -0.118706 0.02 1.21 1.03
Cl 3.933408 -0.914198 2.220934 -0.32 -0.91 -0.52
C 0.083543 -0.277777 1.580322 0.00 -0.09 -0.55
C 0.167213 -0.355642 0.052110 -0.74 1.63 0.64
C -0.863343 0.709722 -0.519460 1.12 -0.96 0.58
O -1.688341 0.066121 -1.474710 -0.30 0.32 -0.43
C -2.728473 0.780635 -2.057035 -0.43 0.81 -0.41
N 1.548501 -0.022704 -0.438691 -0.65 -1.05 -1.10
H -0.879421 -0.715257 1.842933 0.08 0.11 0.41
H 0.137828 0.758683 1.916742 -0.05 -0.02 0.12
H 0.884853 -0.831810 2.066031 -0.08 -0.13 -0.01
H -0.196634 -1.326865 -0.279229 0.54 -0.14 -0.29
H -0.359739 1.573072 -0.975834 -0.24 0.05 -0.23
H -1.477912 1.116300 0.296965 -0.31 -0.04 -0.21
H -3.056679 0.414931 -3.035049 0.32 -0.75 0.20
H -2.566988 1.860608 -2.134618 0.19 -0.02 0.53
H -3.582759 0.590318 -1.358750 -0.17 0.01 -0.01
H 1.445972 0.020787 -1.458693 0.46 -0.14 0.00
H 1.764332 0.950074 -0.211695 0.44 -0.25 0.54
```
Forces are in eV/Å.

Entry 3:
DFT (the ωB97M-V functional and the def2-TZVPD basis) results for 2 unconnected molecules or ions with the total composition CH3ClN2O2.

Values from the calculation:
**E_tot**: -759.970536 a.u.
**M**: 110.50 g mol⁻¹
**Relative energy (zero: lowest compared OMol25 entry of this formula, charge and spin)**: 1.113 eV
**SMILES**: [H]/N=[NH+]/[O-].O=CCl
**Frontier orbital gap**: 9.887 eV
**E_LUMO**: -0.165 eV

Structure (XYZ):
```
9
Properties=species:S:1:pos:R:3:forces:R:3
H -0.281259 -2.029641 -1.275708 -1.34 -0.98 1.41
N 0.065870 -1.300901 -1.827519 0.19 5.04 -0.65
N -0.308601 -0.123874 -1.352347 2.16 -2.06 -0.17
O 0.154224 0.987804 -1.687085 -0.69 -1.39 -0.43
H -0.842405 -0.037820 -0.468933 -0.37 -0.73 -0.42
O -0.837487 0.101445 1.396319 0.40 0.13 0.47
C 0.155842 0.676904 1.730562 -0.44 -1.45 -1.52
Cl 1.751184 0.109934 1.283989 -0.21 0.13 0.32
H 0.142632 1.616150 2.200721 0.30 1.31 0.98
```
Forces are in eV/Å.

Question: relative energy (zero: lowest compared OMol25 entry of this formula, charge and spin) of number 3 (CH3ClN2O2)?
Answer: 1.113 eV